{
  "formula": "C3H4N2O2",
  "method": "wB97M-V/def2-TZVPD",
  "species": ["O", "O", "N", "N", "C", "C", "C", "H", "H", "H", "H"],
  "xyz": [[-0.889, 1.287, 1.086], [0.307, 1.596, -1.432], [0.575, -0.725, -1.368], [-0.122, 0.305, 0.464], [-0.143, -1.054, 0.725], [0.400, -1.663, -0.367], [0.267, 0.441, -0.842], [-0.309, 1.847, 1.653], [0.546, -2.736, -0.565], [-0.342, -1.516, 1.672], [-0.291, 2.219, -1.028]],
  "max_force_ha_per_bohr": 0.05308,
  "e_above_lowest_kcal_mol": 80.01,
  "orbital_gap_ev": 8.6882,
  "total_charge": 0,
  "smiles": "Oc1nccn1O",
  "total_energy_ha": -376.63629,
  "molar_mass_da": 100.08,
  "e_lumo_ev": 0.2
}

{
  "formula": "C3H4N2O2",
  "method": "wB97M-V/def2-TZVPD",
  "species": ["O", "O", "N", "N", "C", "C", "C", "H", "H", "H", "H"],
  "xyz": [[-1.960, 1.396, 0.010], [-2.422, -1.263, -0.440], [0.308, 1.016, -0.297], [1.291, -1.128, -0.076], [1.417, 0.192, -0.124], [-1.049, 0.612, 0.007], [-1.459, -0.814, 0.212], [2.357, 0.774, -0.244], [-1.028, -1.298, 1.063], [2.202, -1.572, 0.033], [0.342, 2.087, -0.143]],
  "max_force_ha_per_bohr": 0.07162,
  "e_above_lowest_kcal_mol": 60.63,
  "orbital_gap_ev": 10.0993,
  "total_charge": 0,
  "smiles": "[H]/N=C/NC(=O)C=O",
  "total_energy_ha": -376.66718,
  "molar_mass_da": 100.08,
  "e_lumo_ev": 0.0
}

{
  "formula": "C3H4N2O2",
  "method": "wB97M-V/def2-TZVPD",
  "species": ["O", "O", "N", "N", "C", "C", "C", "H", "H", "H", "H"],
  "xyz": [[-0.538, -0.717, -2.333], [1.193, 0.530, 0.300], [-0.807, -0.620, -0.187], [0.566, -0.012, -1.899], [0.680, 0.776, 1.589], [0.398, 0.007, -0.550], [-1.283, -0.983, -1.340], [1.491, 1.302, 2.191], [-0.150, 1.539, 1.596], [-2.112, -1.653, -1.502], [0.562, -0.169, 2.135]],
  "max_force_ha_per_bohr": 0.10160,
  "e_above_lowest_kcal_mol": 79.89,
  "orbital_gap_ev": 10.8099,
  "total_charge": 0,
  "smiles": "COc1ncon1",
  "total_energy_ha": -376.63648,
  "molar_mass_da": 100.08,
  "e_lumo_ev": 0.9
}

{
  "formula": "C3H4N2O2P",
  "method": "wB97M-V/def2-TZVPD",
  "species": ["P", "O", "O", "N", "N", "C", "C", "C", "H", "H", "H", "H"],
  "xyz": [[-1.705, -1.420, 0.179], [1.238, -1.790, 0.609], [-1.619, 1.757, 0.042], [-0.473, -0.309, 0.231], [1.585, 0.459, 0.313], [0.827, -0.660, 0.374], [0.762, 1.626, 0.228], [-0.545, 1.200, 0.249], [-1.441, -2.224, 1.243], [2.532, 0.410, 0.499], [1.236, 2.547, 0.184], [-0.867, -2.197, -0.554]],
  "max_force_ha_per_bohr": 0.05870,
  "e_above_lowest_kcal_mol": 0.00,
  "orbital_gap_ev": 6.3479,
  "total_charge": -1,
  "smiles": "O=c1[nH]cc([O-])n1P",
  "total_energy_ha": -718.10520,
  "molar_mass_da": 131.05,
  "e_lumo_ev": 4.1
}

{
  "formula": "C3H4N2O2S",
  "method": "wB97M-V/def2-TZVPD",
  "species": ["S", "O", "O", "N", "N", "C", "C", "C", "H", "H", "H", "H"],
  "xyz": [[1.306, -0.752, 0.611], [-0.948, 0.373, -0.104], [-1.098, -1.658, 0.928], [1.654, 0.603, -0.458], [-2.353, 0.389, -0.399], [2.871, 0.942, -0.393], [-2.588, 1.406, -1.177], [-0.441, -0.817, 0.479], [3.067, 1.830, -1.089], [-1.890, 2.119, -1.483], [3.670, 0.675, 0.373], [-3.537, 1.559, -1.633]],
  "max_force_ha_per_bohr": 0.07364,
  "e_above_lowest_kcal_mol": 95.46,
  "orbital_gap_ev": 10.3660,
  "total_charge": 0,
  "smiles": "C=NOC(=O)SN=C",
  "total_energy_ha": -774.77465,
  "molar_mass_da": 132.14,
  "e_lumo_ev": 0.6
}

{
  "formula": "C3H4N2O2S",
  "method": "wB97M-V/def2-TZVPD",
  "species": ["S", "O", "O", "N", "N", "C", "C", "C", "H", "H", "H", "H"],
  "xyz": [[-0.226, -1.293, 0.128], [-2.842, -0.047, -0.263], [1.640, 1.126, -0.491], [1.546, -1.151, 0.105], [-1.805, 0.937, 0.063], [0.560, 1.468, 0.430], [-0.628, 0.444, 0.202], [2.209, -0.113, -0.189], [0.163, 2.399, 0.158], [1.037, 1.351, 1.346], [-2.243, -0.628, -0.978], [3.245, -0.358, -0.378]],
  "max_force_ha_per_bohr": 0.09686,
  "e_above_lowest_kcal_mol": 102.23,
  "orbital_gap_ev": 9.9591,
  "total_charge": 0,
  "smiles": "O/N=C1/COC=NS1",
  "total_energy_ha": -774.76387,
  "molar_mass_da": 132.14,
  "e_lumo_ev": 0.5
}

{
  "formula": "C3H4N2O2S",
  "method": "wB97M-V/def2-TZVPD",
  "species": ["S", "O", "O", "N", "N", "C", "C", "C", "H", "H", "H", "H"],
  "xyz": [[0.175, 1.042, 1.338], [0.187, 0.741, -3.307], [-1.139, -0.990, -3.111], [-0.263, -0.015, -1.313], [-0.372, -0.131, -2.699], [1.280, 0.803, 0.138], [-1.078, -0.510, -0.308], [-0.833, -0.236, 0.917], [-1.440, -0.704, 1.643], [1.512, -0.250, -0.168], [2.015, 1.562, -0.320], [-2.008, -0.983, -0.542]],
  "max_force_ha_per_bohr": 0.13999,
  "e_above_lowest_kcal_mol": 176.67,
  "orbital_gap_ev": [7.7251, 7.7258],
  "total_charge": 0,
  "total_energy_ha": -774.64524,
  "molar_mass_da": 132.14,
  "e_lumo_ev": [-1.0, -1.0]
}

{
  "formula": "C3H4N2O3",
  "method": "wB97M-V/def2-TZVPD",
  "species": ["O", "O", "O", "N", "N", "C", "C", "C", "H", "H", "H", "H"],
  "xyz": [[-2.795, -0.925, 0.360], [2.932, -1.279, 1.042], [2.994, 0.625, 0.049], [2.436, -0.364, 0.410], [1.004, -0.341, 0.136], [0.788, -0.835, -0.978], [-2.365, 0.133, 0.482], [-2.062, 1.371, 0.539], [-1.130, 1.789, 0.195], [-3.006, 1.951, 0.763], [1.455, -1.331, -1.707], [-0.252, -0.795, -1.291]],
  "max_force_ha_per_bohr": 0.05701,
  "e_above_lowest_kcal_mol": 142.17,
  "orbital_gap_ev": 9.7520,
  "total_charge": 0,
  "smiles": "C=N[N+](=O)[O-].C=C=O",
  "total_energy_ha": -451.75318,
  "molar_mass_da": 116.08,
  "e_lumo_ev": 0.2
}

{
  "formula": "C3H4N2O3",
  "method": "wB97M-V/def2-TZVPD",
  "species": ["O", "O", "O", "N", "N", "C", "C", "C", "H", "H", "H", "H"],
  "xyz": [[-2.222, 0.959, -0.366], [1.559, -0.519, -0.551], [-0.126, -0.046, -1.969], [-0.353, 0.162, 0.436], [-1.673, 0.555, 0.628], [0.436, -0.449, 1.537], [0.297, -0.099, -0.861], [1.812, -0.453, 0.873], [2.393, 0.482, 1.080], [2.462, -1.276, 1.110], [0.011, -1.462, 1.703], [0.348, 0.090, 2.454]],
  "max_force_ha_per_bohr": 0.03850,
  "e_above_lowest_kcal_mol": 68.27,
  "orbital_gap_ev": 9.8955,
  "total_charge": 0,
  "smiles": "O=NN1CCOC1=O",
  "total_energy_ha": -451.87095,
  "molar_mass_da": 116.08,
  "e_lumo_ev": 0.1
}

{
  "formula": "C3H4N2O3",
  "method": "wB97M-V/def2-TZVPD",
  "species": ["O", "O", "O", "N", "N", "C", "C", "C", "H", "H", "H", "H"],
  "xyz": [[-0.527, 1.844, -0.045], [-2.286, -0.129, 0.026], [2.535, 0.336, -0.053], [-0.975, -0.504, -0.072], [1.079, -1.366, 0.041], [-0.172, -1.668, 0.051], [-0.020, 0.610, 0.161], [1.199, -0.091, 0.063], [-2.642, 0.026, -0.829], [-0.563, -2.662, 0.253], [-0.164, 2.315, 1.055], [2.536, 1.290, -0.650]],
  "max_force_ha_per_bohr": 0.13596,
  "e_above_lowest_kcal_mol": 130.62,
  "orbital_gap_ev": 8.0010,
  "total_charge": 0,
  "total_energy_ha": -451.77160,
  "molar_mass_da": 116.08,
  "e_lumo_ev": -0.1
}

{
  "formula": "C3H4N2O3",
  "method": "wB97M-V/def2-TZVPD",
  "species": ["O", "O", "O", "N", "N", "C", "C", "C", "H", "H", "H", "H"],
  "xyz": [[-0.551, 0.978, -0.218], [-2.531, 0.053, 0.095], [3.001, 0.724, -0.254], [-1.117, -0.109, -0.124], [1.651, 2.644, -0.375], [-0.259, -2.457, 0.191], [2.232, 1.596, -0.271], [-0.798, -1.323, -0.118], [-2.486, 0.993, 0.346], [-0.203, -3.317, -0.624], [0.979, 3.060, 0.184], [0.082, -2.841, 1.171]],
  "max_force_ha_per_bohr": 0.06737,
  "e_above_lowest_kcal_mol": 142.99,
  "orbital_gap_ev": 10.0777,
  "total_charge": 0,
  "smiles": "C=C=[N+]([O-])O.N=C=O",
  "total_energy_ha": -451.75188,
  "molar_mass_da": 116.08,
  "e_lumo_ev": 0.5
}

{
  "formula": "C3H4N2O3",
  "method": "wB97M-V/def2-TZVPD",
  "species": ["O", "O", "O", "N", "N", "C", "C", "C", "H", "H", "H", "H"],
  "xyz": [[1.784, 1.285, 0.524], [-2.679, -1.016, 0.592], [-2.331, 1.301, -0.196], [0.008, -1.144, -0.130], [1.386, -0.994, -0.164], [-1.958, 0.009, 0.171], [-0.544, -0.032, -0.254], [2.280, 0.125, 0.126], [3.460, 0.097, 0.280], [-3.407, 1.297, -0.124], [0.102, 0.926, -0.851], [1.898, -1.854, 0.025]],
  "max_force_ha_per_bohr": 0.15026,
  "e_above_lowest_kcal_mol": 104.76,
  "orbital_gap_ev": 9.1963,
  "total_charge": 0,
  "smiles": "O=CN/N=C/C(=O)O",
  "total_energy_ha": -451.81279,
  "molar_mass_da": 116.08,
  "e_lumo_ev": -0.5
}